[1]
A molecular structure, C16H34AsF6NOPS in a non-equilibrium geometry, computed with the ωB97M-V functional and the def2-TZVPD basis.

The value obtained for the max |F| is 0.0237 hartree/bohr. The total energy is -4334.744977 a.u. As for the HOMO-LUMO gap: 9.638 eV. Its net charge is -1. Its LUMO energy is 2.39 eV.

Each line ends with the Mulliken charge.
Cartesian coordinates (Å):
C -1.62 -2.25 2.52  -0.810
C -2.97 -2.46 1.82  -0.399
C -3.18 -3.82 1.16  -0.830
C -2.62 -3.98 -0.25  -0.798
C -1.10 -3.84 -0.38  0.556
C -0.66 -3.49 -1.80  -0.920
C 0.80 -3.05 -1.89  -0.955
C 1.04 -1.69 -1.23  0.717
C 2.52 -1.33 -1.04  -0.856
C 2.98 -1.36 0.42  -0.624
C 2.94 0.00 1.14  -1.129
C 1.85 0.96 0.64  0.142
C 2.42 2.16 -0.14  -1.132
C 1.50 2.70 -1.26  -0.612
C 0.62 3.87 -0.80  -0.460
P 0.35 5.20 -1.99  0.105
S 0.02 6.86 -0.54  -0.401
O 0.51 4.10 -3.46  -0.539
C -0.56 3.66 -3.97  0.530
N -1.53 3.25 -4.43  -0.498
H -0.92 -1.72 1.88  -0.264
H -1.73 -1.62 3.40  0.385
H -1.17 -3.20 2.80  0.384
H -3.13 -1.66 1.09  0.305
H -3.75 -2.35 2.58  0.379
H -2.81 -4.61 1.82  0.317
H -4.26 -3.99 1.09  0.363
H -3.12 -3.27 -0.91  0.376
H -2.89 -4.98 -0.61  0.342
H -0.64 -4.79 -0.12  0.205
H -0.74 -3.07 0.29  -0.412
H -1.30 -2.69 -2.19  0.411
H -0.81 -4.37 -2.44  0.390
H 1.44 -3.82 -1.44  0.413
H 1.08 -2.98 -2.94  0.363
H 0.54 -1.67 -0.26  -0.724
H 0.54 -0.94 -1.85  0.268
H 3.12 -2.06 -1.59  0.544
H 2.71 -0.36 -1.49  0.270
H 4.00 -1.75 0.46  0.426
H 2.38 -2.08 0.99  0.291
H 2.77 -0.18 2.20  0.387
H 3.92 0.47 1.08  0.393
H 1.08 0.45 0.08  0.345
H 1.35 1.36 1.53  -0.029
H 3.36 1.87 -0.59  0.458
H 2.66 2.96 0.56  0.418
H 2.13 2.98 -2.10  0.509
H 0.86 1.88 -1.57  0.319
H -0.37 3.53 -0.48  0.198
H 1.06 4.35 0.08  0.641
H -0.94 5.48 -2.42  0.137
H 1.41 5.91 -2.54  0.094
H 1.28 7.29 -0.39  0.127
F -1.13 0.61 2.37  -0.511
As -1.70 2.21 2.76  2.007
F -0.10 2.64 3.27  -0.505
F -2.09 1.69 4.36  -0.534
F -2.25 3.81 3.12  -0.514
F -3.29 1.77 2.22  -0.498
F -1.30 2.72 1.14  -0.559

---

[2]
A molecular structure, C10H13ClO2SV in a non-equilibrium geometry, computed with the ωB97M-V functional and the def2-TZVPD basis.

The value obtained for the max |F| is 0.1645 hartree/bohr. The total energy is -2341.025168 a.u. As for the HOMO-LUMO gap (spin up / spin down): 6.609 / 6.782 eV. The expectation value of S² is 0.776. Its net charge is +2. Its LUMO energy (spin up / spin down) is -10.94 / -10.81 eV. The spin multiplicity is 2.

Each line ends with the Mulliken charge.
Cartesian coordinates (Å):
Cl -2.03 -1.85 0.75  -0.246
C 1.39 -2.18 -1.15  -0.816
C 2.14 -0.97 -0.94  -0.551
C 1.29 0.14 -1.25  -0.447
H 3.22 -0.93 -0.76  0.717
C 0.01 -0.39 -1.67  0.937
C 0.10 -1.82 -1.60  -0.226
H -0.71 -2.48 -1.90  0.512
H 1.79 -3.19 -1.09  0.663
H 1.55 1.20 -1.26  0.669
C -1.15 0.40 -2.17  -1.302
V 0.48 -0.96 0.34  0.002
C 1.98 -0.37 1.39  0.434
C 0.60 -2.64 1.28  0.536
O 2.91 -0.05 2.02  -0.168
O 0.77 -3.60 1.92  -0.134
H -1.19 1.39 -1.69  0.239
H -2.08 -0.13 -1.96  0.360
H -1.07 0.56 -3.25  0.354
C -2.05 1.25 2.16  -0.951
S -0.28 1.22 1.76  0.143
C -0.15 2.69 0.72  -0.745
H -2.36 0.23 2.40  0.370
H -2.61 1.62 1.30  0.347
H -2.17 1.91 3.02  0.392
H -1.13 2.92 0.29  0.307
H 0.16 3.50 1.39  0.399
H 0.60 2.55 -0.06  0.204

---

[3]
2 unconnected molecules or ions with the total composition C6H12ClN2O2S in a non-equilibrium geometry, computed with the ωB97M-V functional and the def2-TZVPD basis.

The value obtained for the max |F| is 0.0859 hartree/bohr. The total energy is -1353.680746 a.u. As for the HOMO-LUMO gap (spin up / spin down): 5.350 / 6.254 eV. The expectation value of S² is 2.015. Its net charge is +1. Its LUMO energy (spin up / spin down) is -3.40 / -7.13 eV. The spin multiplicity is 3.

Each line ends with the Mulliken charge.
Cartesian coordinates (Å):
C -2.61 -0.73 -0.27  -0.666
C -1.60 -0.66 -1.43  -0.541
C -1.72 -0.75 0.97  -0.574
C -0.34 -1.12 -0.82  -0.291
C 2.53 0.06 0.23  -0.530
C 1.96 0.68 -0.77  -0.325
N -0.45 -1.22 0.45  0.437
N 1.59 2.63 1.01  -0.484
O 0.45 -1.64 1.34  -0.407
O -0.35 1.70 -0.26  -0.388
S 0.98 2.24 -0.54  0.401
Cl 3.32 -1.50 0.08  -0.148
H -3.29 0.11 -0.27  0.320
H -3.20 -1.65 -0.33  0.331
H -1.88 -1.26 -2.30  0.441
H -1.47 0.37 -1.77  0.211
H -1.55 0.26 1.36  0.268
H -2.05 -1.40 1.78  0.427
H 0.54 -1.43 -1.35  0.649
H 2.54 0.46 1.23  0.499
H 1.33 -1.83 0.93  0.308
H 1.99 0.34 -1.80  0.472
H 2.39 3.26 0.96  0.291
H 0.86 3.06 1.56  0.301